The following is a quantum chemistry calculation of a 7-piece molecular cluster, C2H20NO6S overall in a non-equilibrium geometry, from OMol25.

Summary:
M: 186.3 u
Charge: +1
ΔE to the lowest compared entry with this formula, charge and spin: 81.8 kcal per mole

Positions of all 30 atoms, in Å:
C1 -1.40491 -0.07492 0.15297
C2 -1.72772 0.98765 -0.85924
S1 -0.80527 0.81736 -2.47548
N1 -2.17403 0.27185 1.47748
H1 -0.21718 -0.09819 0.43844
H2 -1.62926 -1.06852 -0.22794
H3 -1.26490 1.92365 -0.44272
H4 -2.71506 1.15522 -1.30924
H5 0.13891 1.72550 -2.22465
H6 -2.07290 -0.60279 2.00321
H7 -3.12882 0.43309 1.35488
H8 -1.66538 1.10409 1.92249
H9 2.24304 1.32017 -3.62591
H10 1.76614 2.70918 -3.01916
O1 1.62666 1.95303 -3.57971
H11 2.37640 1.00809 2.78425
H12 2.02706 0.87522 1.27957
O2 1.76180 1.31014 2.07773
H13 1.11935 -1.83184 -0.07129
H14 1.91415 -2.56388 1.08378
O3 1.02855 -2.18063 0.87111
H15 2.84536 -1.48741 -1.67755
H16 2.92095 -2.96797 -1.87264
O4 2.42003 -2.29502 -1.36563
H17 -1.90645 -3.90367 0.44738
H18 -0.62708 -2.83831 0.31897
O5 -1.36846 -3.19725 0.69024
H19 0.21917 2.09992 2.11689
H20 -1.00698 3.15475 1.99210
O6 -0.69315 2.26147 1.73967

The following is a quantum chemistry calculation of a 2-piece molecular cluster, HO5P overall in a non-equilibrium geometry, from OMol25.

Summary:
M: 112.0 u
Charge: -2
ΔE to the lowest compared entry with this formula, charge and spin: 21.6 kcal per mole

Positions of all 7 atoms, in Å:
O1 2.83926 -0.46450 1.28468
O2 1.35355 1.16539 -0.02021
O3 2.93377 -0.41433 -1.27981
O4 -0.90098 -0.74512 -0.09054
O5 0.12077 -1.77056 -0.07461
P1 2.22273 -0.05902 -0.01314
H1 -0.32615 0.03317 -0.04542

The following is a quantum chemistry calculation of a 2-piece molecular cluster, C4H15N2O overall in a non-equilibrium geometry, from OMol25.

Summary:
M: 107.2 u
Expectation value of S²: 0.76
Charge: +2
Multiplicity: 2
ΔE to the lowest compared entry with this formula, charge and spin: 57.1 kcal per mole

Positions of all 22 atoms, in Å:
C1 0.32591 1.70172 2.18224
C2 0.36619 0.86924 0.86692
C3 1.12341 -0.47014 1.01127
C4 0.91040 -1.31821 -0.31750
N1 -0.48995 -1.73034 -0.56155
N2 -1.02716 0.54933 0.47214
H1 1.34652 2.09156 2.28313
H2 -0.26856 2.64535 2.11894
H3 -0.17767 1.22306 3.02336
H4 0.90045 1.38178 0.06849
H5 2.21934 -0.45482 1.14204
H6 0.72016 -0.90737 1.93231
H7 1.64275 -2.12420 -0.18987
H8 1.10256 -0.59835 -1.12576
H9 -0.60663 -2.71493 -0.31641
H10 -0.93198 -0.82542 0.03195
H11 -0.85835 -1.39140 -1.45331
H12 -1.66785 0.34932 1.24548
H13 -1.37410 1.27469 -0.16170
H14 -1.24218 0.84877 -3.54276
H15 -0.40297 -0.41852 -3.24790
O1 -0.69907 0.41148 -2.89360

The following is a quantum chemistry calculation of C13H33MnO15S4 as an isolated structure in a non-equilibrium geometry, from OMol25.

Summary:
M: 612.6 u
Expectation value of S²: 8.75
Charge: +1
Multiplicity: 6
ΔE to the lowest compared entry with this formula, charge and spin: 58.0 kcal per mole

Positions of all 66 atoms, in Å:
Mn1 4.27572 0.66997 2.75799
O1 0.83459 1.27864 1.09516
C1 2.01482 1.03571 1.59930
O2 2.19717 0.97718 2.87353
O3 3.06230 0.89441 0.91345
H1 0.98945 1.04989 0.15294
O4 1.95138 7.11554 -2.53036
S1 1.48911 5.84508 -2.97033
O5 2.30391 4.95731 -3.73920
O6 0.94938 5.07756 -1.66816
C2 0.85018 3.64901 -1.67200
C3 2.20253 3.00615 -1.43443
C4 -0.04727 6.10290 -3.83085
H2 0.43208 3.28888 -2.61321
H3 0.16962 3.38034 -0.86461
H4 2.78738 3.30373 -0.56637
H5 2.78909 3.00953 -2.35162
H6 2.10221 1.92210 -1.27792
H7 -0.74518 6.54588 -3.12318
H8 -0.37225 5.12102 -4.16090
H9 0.12238 6.85697 -4.59446
O7 -1.72276 -6.50941 1.46048
S2 -0.55813 -5.69689 1.45545
O8 0.31990 -5.73995 0.32747
O9 -1.07574 -4.19992 1.63434
C5 -0.10317 -3.15428 1.44968
C6 -0.62782 -1.79687 1.81799
C7 0.33744 -6.02526 2.94245
H10 0.12254 -3.17135 0.38516
H11 0.79721 -3.38222 2.02415
H12 0.12039 -1.04144 2.06756
H13 -1.27282 -1.81506 2.69903
H14 -1.16942 -1.23689 1.05214
H15 1.29382 -5.51064 2.92321
H16 0.44730 -7.09858 3.09179
H17 -0.23698 -5.76026 3.83117
O10 1.17413 -1.51662 -1.17529
S3 0.09933 -1.04729 -2.00377
O11 -0.39361 0.27901 -1.78911
O12 0.45372 -1.17269 -3.54011
C8 1.20876 -2.34440 -3.94117
C9 0.63119 -2.91989 -5.21313
C10 -1.22757 -2.24365 -1.89662
H18 1.21573 -3.07018 -3.12625
H19 2.25409 -2.07576 -4.09575
H20 1.15941 -3.81461 -5.53948
H21 0.70758 -2.17661 -6.00505
H22 -0.40439 -3.21981 -5.04906
H23 -1.96889 -2.00631 -2.65687
H24 -1.73767 -2.04239 -0.95550
H25 -0.79474 -3.23410 -1.98695
O13 -4.18654 1.05123 2.88675
S4 -3.25600 2.11288 2.66941
O14 -3.70829 3.45867 2.63817
O15 -2.07283 2.06457 3.74430
C11 -1.42998 0.79220 3.87126
C12 -0.69808 0.71348 5.18920
C13 -2.48563 1.71043 1.10871
H26 -0.74202 0.56838 3.05640
H27 -2.21385 0.03038 3.83360
H28 -1.32607 1.05239 6.01296
H29 0.11187 1.45053 5.21224
H30 -0.25557 -0.26377 5.36649
H31 -1.64938 2.34630 0.82747
H32 -3.23515 1.91820 0.34358
H33 -2.25992 0.65067 1.05678

Which value of charge does entry 4 give? +1

Which of these has the lowest M? C4H15N2O